20
Properties=species:S:1:pos:R:3:forces:R:3:lowdin_charge:R:1 method="wB97M-V/def2-TZVPD" max_force_ev_per_a=2.57 energy_ev=-8931.9322 homo_lumo_gap_ha=0.3663 e_above_lowest_kcal_mol=47.9
C -0.035920 -0.048790 1.016126 0.9257 -0.8775 -1.1942 -0.048
C 0.567474 -1.308427 0.372614 -1.4311 -2.1139 0.3359 -0.474
C 1.600151 -1.035734 -0.693766 2.1093 0.2066 -0.0611 -0.214
C 1.138681 -0.249487 -1.887079 -1.8626 1.0475 -0.2461 -0.171
C -0.084892 -0.432914 -2.422083 1.7197 -1.0120 0.6454 0.003
N 1.057801 -2.339618 1.341183 0.4325 0.8659 0.0100 0.026
H -0.576904 -0.329020 1.911077 0.0721 0.2699 0.2957 0.072
H -0.728346 0.337615 0.276381 -0.1431 0.4359 0.1330 0.065
H 0.803269 0.636784 1.136475 -0.3376 0.3614 0.6089 0.081
H -0.266265 -1.888768 -0.052711 -0.0011 0.6252 -0.4411 0.115
H 2.439834 -0.524349 -0.177892 -0.4409 0.4689 -0.2250 0.117
H 2.195162 -1.900403 -1.029830 -0.8311 -0.4966 0.0948 0.118
H 1.660570 0.639084 -2.217264 0.3948 0.0983 0.3506 0.089
H -0.586066 0.257553 -3.079467 0.1323 -0.1683 -0.3489 0.053
H -0.461854 -1.426240 -2.194718 -1.0154 0.3951 -0.0184 0.061
H 0.837422 -2.066211 2.296174 0.1303 -0.0543 -0.1826 0.058
H 2.063840 -2.410892 1.268251 0.1453 -0.0506 0.2431 0.050
H -3.473601 4.895862 2.081190 0.2004 0.0450 -0.7752 0.032
H -3.976905 4.614944 0.554234 0.5487 0.2593 0.7068 0.037
O -4.173458 4.579008 1.501112 -0.7482 -0.3057 0.0684 -0.069

20
Properties=species:S:1:pos:R:3:forces:R:3:lowdin_charge:R:1 method="wB97M-V/def2-TZVPD" max_force_ev_per_a=4.63 energy_ev=-8931.0441 homo_lumo_gap_ha=0.3032 e_above_lowest_kcal_mol=68.4
C -0.560633 -2.053365 -0.634087 -0.6941 -0.7296 1.5274 -0.081
N -0.989889 0.926013 -1.167549 0.1704 3.2443 1.4351 0.056
C -0.336363 0.369148 -0.051581 0.5136 1.0996 1.8830 -0.373
C -0.106410 -0.930598 0.364202 -0.7430 2.2060 -2.6902 -0.306
C 0.340554 -1.200577 1.782789 -1.1166 0.4023 0.0929 -0.093
C 0.062194 1.514498 0.904925 -0.6650 0.3809 -2.2717 -0.051
H -0.624719 -1.740356 -1.767484 0.3347 -0.7613 2.4427 0.100
H -1.583982 -2.169311 -0.164167 0.3800 -0.4517 -1.3769 0.076
H -0.083679 -3.116145 -0.418591 -0.5392 2.3676 -0.8447 0.097
H -1.581840 0.271446 -1.559052 -1.7374 -0.9873 -1.3832 0.025
H -1.444902 1.981833 -1.011417 1.6211 -4.3078 -0.4899 0.175
H 0.311872 -2.227654 1.900843 0.4236 -2.4626 0.0588 0.032
H -0.328739 -0.950679 2.674761 0.6699 0.6780 -1.4133 0.111
H 1.353815 -0.898211 1.929862 0.6234 0.3859 0.5075 0.071
H -0.684312 2.344882 0.839775 0.7328 -0.5184 0.0903 0.082
H -0.006826 1.077448 1.823785 -0.0477 -0.5342 2.8223 0.008
H 1.080819 1.897964 0.786073 -0.1729 -0.0207 -0.2457 0.081
H 1.967902 0.995477 -1.669363 -0.4194 0.2944 -0.7112 0.034
H 1.594342 2.425092 -2.116416 -0.0240 -1.5577 -0.6231 0.057
O 1.620797 1.483095 -2.447307 0.6901 1.2726 1.1901 -0.101

20
Properties=species:S:1:pos:R:3:forces:R:3:lowdin_charge:R:1 method="wB97M-V/def2-TZVPD" max_force_ev_per_a=2.85 energy_ev=-8932.3940 homo_lumo_gap_ha=0.3720 e_above_lowest_kcal_mol=37.3
C 0.956040 1.499460 -0.550452 0.4926 1.7132 -0.3525 -0.230
O 0.999528 1.837958 -1.951888 -0.2714 -0.5235 0.2490 -0.087
C 0.038780 0.338637 -0.238941 -0.5985 0.3186 0.0022 -0.416
C 0.097094 -0.079978 1.240147 -1.5104 1.2342 0.3394 -0.186
C -0.712862 -1.357381 1.538901 -0.0025 -0.7174 -0.7794 -0.258
C -0.118971 -2.652703 0.933519 0.9057 1.4757 -2.2648 -0.118
N -1.339338 0.543148 -0.674786 -1.6504 -0.6823 -1.4913 0.040
H 0.662682 2.490958 -0.067478 0.1567 -1.5011 -0.2585 0.148
H 1.995037 1.280541 -0.278612 -0.1630 -0.0807 0.4983 0.115
H 1.295944 1.035222 -2.399271 -0.0324 0.2093 -0.1554 0.079
H 0.372599 -0.540292 -0.800710 0.2682 0.1108 -0.1679 0.132
H -0.417780 0.733348 1.838631 0.7001 -0.6110 -0.5877 0.131
H 1.147006 -0.063004 1.509195 0.2056 -0.5260 0.4392 0.105
H -1.719998 -1.217031 1.057959 0.7972 0.0302 0.9054 0.105
H -0.798345 -1.533279 2.599249 -0.2680 0.4107 0.4564 0.088
H -0.362995 -3.625416 1.361123 0.0984 0.3490 0.1495 0.066
H -0.422133 -2.619651 -0.126133 -0.5616 -0.6572 0.2067 0.057
H 0.960113 -2.500917 0.689403 -0.2427 -0.5444 1.1723 0.074
H -1.510763 0.128919 -1.587389 0.4604 -0.9332 0.2758 0.071
H -1.802588 1.405707 -0.960549 1.2160 0.9251 1.3630 0.084

20
Properties=species:S:1:pos:R:3:forces:R:3:lowdin_charge:R:1 method="wB97M-V/def2-TZVPD" max_force_ev_per_a=3.95 energy_ev=-8931.8358 homo_lumo_gap_ha=0.3632 e_above_lowest_kcal_mol=50.2
C -2.450009 0.257345 0.150962 1.5741 -2.6817 1.8289 -0.062
N -1.127804 -0.568474 0.246415 -0.9808 1.4953 -0.4013 -0.062
C -0.038166 0.187616 -0.326473 2.0053 2.2302 0.3501 -0.381
C 1.393111 -0.282819 0.169419 -2.8823 -2.1928 -1.5709 -0.394
C 1.671159 -1.583710 -0.592078 1.4630 -1.0573 -0.7505 -0.066
O 1.455812 -0.504205 1.550180 1.6900 1.2004 0.6436 -0.017
C -0.041918 1.776838 -0.213267 0.8438 -0.3772 0.6363 -0.068
H -2.301327 0.992879 -0.617723 -0.6888 0.1040 -0.2510 0.054
H -2.621862 0.676856 1.169386 -0.1158 0.2404 -0.9909 0.082
H -3.163010 -0.570192 0.011064 -0.3566 1.0482 -0.5149 0.073
H -0.972785 -0.679589 1.240339 0.1081 -0.0092 -0.0174 0.074
H 0.036817 0.110688 -1.409727 -0.4382 -0.7692 -0.1478 0.120
H 2.071051 0.465791 -0.223439 0.4220 0.1468 0.8908 0.125
H 2.753308 -1.819532 -0.689071 -0.3746 0.3788 0.3328 0.079
H 1.328717 -1.591620 -1.637161 -0.1045 0.3892 0.3040 0.076
H 1.264440 -2.498316 -0.161480 -0.3883 0.2875 0.3935 0.075
H 0.706268 -0.887150 1.998649 -0.4312 -0.2204 -0.6070 0.077
H -0.428265 2.163310 0.750538 0.2395 -0.1087 -0.5306 0.082
H 1.016271 2.127419 -0.365161 -0.9610 -0.2720 0.4490 0.080
H -0.551812 2.226863 -1.051369 -0.6236 0.1676 -0.0466 0.053

20
Properties=species:S:1:pos:R:3:forces:R:3:lowdin_charge:R:1 method="wB97M-V/def2-TZVPD" max_force_ev_per_a=1.58 energy_ev=-8933.4377 homo_lumo_gap_ha=0.3887 e_above_lowest_kcal_mol=13.2
C -1.963714 -1.034579 1.788524 0.3179 -0.1110 -0.6930 0.000
C -2.064800 -1.520580 0.355293 -0.3929 0.3334 -0.4665 -0.595
O -3.117008 -1.631281 -0.236902 -0.0839 -0.2032 0.0807 0.040
N -0.864919 -1.829498 -0.213244 0.5670 -0.2315 0.3557 0.146
H -0.945715 -0.688792 1.955957 0.0101 -0.1129 0.4722 0.060
H -2.210627 -1.922740 2.364228 0.1441 0.1326 0.4727 0.089
H -0.739171 -2.425336 -1.013915 -0.5478 0.1781 -0.1443 0.114
H -0.026427 -1.634862 0.299359 0.0148 -0.1176 0.0993 0.066
H -2.651659 -0.228289 2.011883 -0.2280 -0.0662 -0.1270 0.083
C 1.075525 0.673534 -0.657339 0.2633 -0.5241 -0.0218 -0.321
C 0.773305 1.722941 0.431871 -0.4380 -1.1629 0.2864 -0.099
C 2.108730 1.035673 -1.709284 0.3302 0.8572 -1.2901 -0.124
H 1.375034 -0.300413 -0.263251 0.1195 0.1897 0.4636 0.076
H 0.128017 0.444859 -1.123389 -0.1320 0.0347 -0.4328 0.080
H 0.778294 1.251496 1.419233 0.4873 0.1741 0.0653 0.057
H -0.280493 1.986605 0.342020 0.1595 0.6709 -0.2176 0.067
H 1.801993 0.793244 -2.732846 -0.3287 -0.1513 0.1795 0.068
H 2.267536 2.111568 -1.755076 -0.0408 0.2347 0.1226 0.062
H 1.438490 2.578387 0.415235 -0.0665 0.1362 0.0219 0.065
H 3.117609 0.618062 -1.678354 -0.1549 -0.2610 0.7730 0.067

20
Properties=species:S:1:pos:R:3:forces:R:3:lowdin_charge:R:1 method="wB97M-V/def2-TZVPD" max_force_ev_per_a=5.59 energy_ev=-8932.4633 homo_lumo_gap_ha=0.3786 e_above_lowest_kcal_mol=35.7
C -0.912706 -1.297728 0.188582 -3.6135 -2.2962 3.5923 -0.592
C 0.416420 0.798496 -0.125430 -1.7527 -0.7038 1.8344 -0.358
C 0.216977 -2.302681 0.308123 -0.3364 0.0118 -0.1049 -0.047
C 1.354813 1.475048 0.858154 0.0436 -0.1212 -0.2118 -0.089
C -0.331664 1.794910 -0.998589 0.0228 -0.1922 0.0060 -0.085
N -0.657244 -0.075566 0.795522 3.2296 3.1884 -1.8935 0.020
O -1.515767 -1.269436 -1.065755 -0.0293 -0.0123 -1.0084 -0.024
H -0.868653 -1.486619 -1.747628 -0.0333 0.0047 0.0470 0.091
H 0.984083 0.108090 -0.754839 -0.2342 -0.1705 0.1657 0.116
H -1.503417 0.480420 0.859580 0.0748 -0.0100 -0.1597 0.098
H -1.857769 -1.651915 0.989159 2.3734 0.1793 -2.2928 0.194
H -0.200251 -3.304259 0.215094 0.1461 -0.0416 -0.1085 0.078
H 0.965215 -2.152890 -0.469207 0.1363 -0.0121 -0.1124 0.071
H 0.695842 -2.209766 1.277802 0.0169 0.0286 0.0498 0.081
H 0.360576 2.364839 -1.622306 0.0464 0.0148 0.0461 0.078
H 0.792412 2.114299 1.536594 -0.0264 0.0438 0.0469 0.076
H 2.092227 2.087404 0.335158 0.0032 0.0558 -0.0233 0.075
H 1.888328 0.733378 1.448856 -0.0101 -0.0224 0.0702 0.070
H -1.041127 1.290363 -1.653491 -0.0163 0.0020 0.0363 0.067
H -0.878294 2.503615 -0.375377 -0.0408 0.0533 0.0205 0.078